Density functional theory data (wB97M-V/def2-TZVPD) for a structure of composition C16H10ClCrF6N3O11S2.

Summary:
- Net charge: -1
- Max |F|: 5.5 eV/Å
- Spin multiplicity: 4
- LUMO energy (alpha / beta): 1.91 / 2.17 eV
- Electronic energy: -122660.566 eV
- HOMO-LUMO gap (alpha / beta): 6.9 / 7.2 eV
- HOMO level (alpha / beta): -4.97 / -4.99 eV

CARTESIAN COORDINATES (ANGSTROEM)
Cr (-0.54524, -0.95971, 0.13863)
O (1.15631, -0.18483, -4.00766)
C (0.75635, 1.12682, -4.00155)
C (1.36590, 1.87530, -5.00807)
C (1.01621, 3.18529, -5.24121)
C (-0.04213, 3.78137, -4.48127)
C (-0.58237, 3.07490, -3.48469)
C (-0.18165, 1.77185, -3.12760)
C (-0.59403, 1.04692, -1.88749)
O (0.24627, 0.19348, -1.40353)
N (-1.74854, 1.46069, -1.26909)
N (-1.96092, 0.67342, -0.18547)
C (-2.68182, 1.19915, 0.83095)
C (-2.76434, 0.64575, 2.16392)
C (-3.08936, 1.35262, 3.33782)
C (-2.84529, 0.90428, 4.66825)
C (-2.26839, -0.34857, 4.84968)
C (-2.01058, -1.12736, 3.73008)
C (-2.16838, -0.68226, 2.39687)
O (-1.95065, -1.45788, 1.40207)
H (0.74917, -0.68075, -3.21171)
H (2.07230, 1.28842, -5.60283)
H (1.52403, 3.75593, -6.02490)
H (-0.30891, 4.87124, -4.69412)
H (-1.33553, 3.59746, -2.85144)
H (-3.13437, 2.20479, 0.59662)
H (-3.35929, 2.41991, 3.24554)
H (-3.06146, 1.61738, 5.49730)
H (-2.01652, -0.77267, 5.83087)
H (-1.58704, -2.12629, 3.80786)
F (2.85862, 1.93525, 1.50720)
C (3.28178, 0.80262, 2.02587)
F (4.02484, 1.02187, 3.10661)
F (3.97976, 0.08272, 1.12897)
S (1.68252, -0.14663, 2.50036)
O (0.60823, 0.15768, 1.36980)
O (1.38006, 0.34946, 3.81030)
N (2.17637, -1.66066, 2.59678)
S (1.70860, -2.80687, 1.50828)
O (1.16040, -2.33333, 0.17472)
O (0.90962, -3.79236, 2.11816)
C (3.29185, -3.61159, 1.13544)
F (3.77460, -4.05740, 2.31084)
F (2.95014, -4.66942, 0.36064)
F (4.26923, -2.92606, 0.53647)
O (-2.01773, -1.54809, -3.41361)
Cl (-1.33815, -2.45824, -2.56763)
O (-1.71502, -3.83428, -2.58946)
O (-1.79383, -1.96041, -1.04036)
O (0.15841, -2.25092, -2.59321)


Density functional theory data (wB97M-V/def2-TZVPD) for a structure of composition C16H11BF4N3O5Pd.

Summary:
- Net charge: +1
- Max |F|: 1.0 eV/Å
- LUMO energy (alpha / beta): -7.52 / -7.65 eV
- Electronic energy: -46498.713 eV
- HOMO-LUMO gap (alpha / beta): 4.9 / 4.8 eV
- HOMO level (alpha / beta): -12.44 / -12.44 eV

CARTESIAN COORDINATES (ANGSTROEM)
Pd (0.99008, 0.10451, 0.10625)
O (-0.21770, 0.89272, 2.33870)
C (-0.53116, 1.98410, 2.73526)
C (-1.04306, 2.16097, 4.10869)
C (-1.36374, 3.36947, 4.57052)
C (-1.22046, 4.52607, 3.71255)
C (-0.77751, 4.46585, 2.43021)
C (-0.41538, 3.22859, 1.84291)
C (0.02382, 3.15837, 0.52707)
N (0.47622, 2.11434, -0.22806)
C (0.82119, 2.57509, -1.41310)
C (0.57270, 3.96092, -1.46427)
N (0.09249, 4.28945, -0.28144)
H (-1.11605, 1.25632, 4.69667)
H (-1.72550, 3.50924, 5.57952)
H (-1.47916, 5.49559, 4.12018)
H (-0.69902, 5.39513, 1.88449)
H (1.24409, 1.95155, -2.18344)
H (0.73069, 4.67147, -2.25892)
H (-0.17219, 5.22464, -0.01200)
F (3.33731, 1.87774, -0.57174)
B (3.72470, 0.86205, 0.32044)
F (2.51969, 0.77547, 1.31541)
F (4.80785, 1.18715, 1.05504)
F (3.74391, -0.36951, -0.29001)
O (-0.20465, -0.76323, -1.19969)
C (0.14019, -1.93101, -0.78273)
O (0.90374, -1.94671, 0.21992)
C (-0.33412, -3.15548, -1.44131)
C (-1.30087, -3.07375, -2.43915)
C (-1.74492, -4.22945, -3.05498)
C (-1.19947, -5.43497, -2.65252)
C (-0.23544, -5.54043, -1.66696)
C (0.20083, -4.38002, -1.05266)
N (-1.67302, -6.67632, -3.31310)
O (-2.58455, -6.56548, -4.10383)
O (-1.20867, -7.72217, -2.91719)
H (-1.69925, -2.11053, -2.72589)
H (-2.49506, -4.21412, -3.83081)
H (0.15586, -6.51046, -1.40066)
H (0.95561, -4.41318, -0.27937)